DFT (wB97M-V/def2-TZVPD) results for a cluster of 8 separate species, C36H69F12O24P3S in total in a non-equilibrium geometry.

Geometry as XYZ:
```
145
Properties=species:S:1:pos:R:3:forces:R:3
C -5.245 6.156 -2.269 0.9083 0.6832 0.3563
C -4.224 5.084 -1.929 -1.3603 -1.7822 0.1295
O -2.899 5.582 -1.944 1.1897 1.6774 -0.0492
C -1.900 4.933 -1.389 -1.0041 -2.3307 -0.1769
O -1.998 3.781 -0.988 0.6574 1.8157 -0.2089
C -0.538 5.717 -1.330 -1.3019 -0.0233 -0.4753
F -0.367 6.058 -0.047 0.2413 0.3868 -0.2056
F 0.457 4.925 -1.700 0.2066 -0.1317 0.0421
F -0.521 6.802 -2.131 -0.0225 -0.5202 0.8193
H -4.904 7.059 -1.758 -0.2446 0.0478 0.2227
H -6.219 5.898 -1.857 0.0379 -0.0929 -0.1600
H -5.312 6.459 -3.313 0.0071 -0.5053 -0.1231
H -4.292 4.186 -2.547 0.2266 0.2772 -0.6104
H -4.467 4.626 -0.968 0.3197 0.5841 0.4206
C -3.778 2.650 1.814 -0.5166 0.2951 0.5558
C -3.851 4.100 2.323 0.5268 -0.6399 -0.8029
O -5.187 4.383 2.727 -2.2749 0.2900 -0.8409
C -6.024 5.061 1.870 4.0135 1.5894 0.1933
O -5.594 5.902 1.080 -1.7233 -2.2455 0.9803
C -7.485 4.951 2.311 0.5839 0.3851 -0.7146
F -7.661 6.027 3.063 -0.4402 0.2074 1.1885
F -8.290 5.110 1.268 -0.3433 -0.6373 -0.3471
F -7.761 3.829 2.967 -0.1844 0.4165 -0.1442
H -4.090 2.497 0.781 0.5456 0.3421 -0.2201
H -4.514 2.053 2.355 0.2171 0.0072 0.4256
H -2.787 2.270 2.056 -0.1203 -0.1995 -0.5151
H -3.529 4.824 1.574 -0.0103 0.0202 0.0426
H -3.200 4.188 3.191 -0.3172 0.1945 0.1500
C 5.975 -2.134 -4.251 0.0849 -0.9185 1.2012
C 4.654 -1.739 -3.485 2.3586 0.2501 -1.8546
O 4.623 -2.567 -2.320 -1.0581 -0.2190 0.2034
C 3.620 -2.395 -1.454 0.5414 1.6570 -0.6343
O 2.769 -1.531 -1.491 0.6128 -1.2693 -0.0814
C 3.846 -3.305 -0.234 0.4941 0.0720 -0.1681
F 3.682 -2.553 0.861 -0.2314 -0.5604 -0.0300
F 3.004 -4.335 -0.265 -0.4087 0.0656 0.4065
F 5.084 -3.820 -0.207 -0.2267 0.2091 0.1166
H 6.818 -2.260 -3.567 -0.1266 0.5323 0.4543
H 6.354 -1.466 -5.023 -0.6736 0.1554 -0.0900
H 5.928 -3.161 -4.616 -0.5381 0.1537 -0.5072
H 3.848 -1.906 -4.197 -0.4561 -0.0939 0.6063
H 4.770 -0.689 -3.218 -0.4911 -0.0271 0.3120
C -0.062 3.766 9.745 0.6169 0.3948 -0.6819
C -1.288 2.885 9.622 0.8826 0.2174 0.5856
O -1.407 2.498 8.212 0.4451 -0.6879 0.3319
C -0.868 1.285 7.902 -0.7441 0.1479 1.1998
O -0.602 0.406 8.685 0.0548 0.9579 -0.9103
C -0.707 1.064 6.372 0.5881 -0.1384 0.0725
F -1.308 -0.081 6.064 0.1266 -0.0210 -0.1081
F -1.237 2.029 5.621 0.1927 0.0088 0.1834
F 0.620 0.960 6.088 -0.9710 0.2010 0.3672
H 0.817 3.278 9.322 0.0176 -0.1264 0.0786
H 0.205 4.097 10.748 -0.3590 -0.3189 0.1858
H -0.211 4.676 9.162 -0.0307 0.0093 -0.0582
H -2.114 3.493 9.987 -0.5798 -0.4211 -0.7694
H -1.184 2.015 10.267 -0.2015 -0.1726 -0.3192
C -0.984 -3.352 1.270 -1.2478 0.0728 -1.4934
C -2.180 -4.237 0.804 0.8032 0.0965 0.7322
O -2.299 -4.284 -0.629 0.3019 0.0653 -0.7006
P -3.734 -4.406 -1.290 -1.4960 1.2121 1.3444
O -4.660 -3.312 -0.851 1.0230 -1.9393 -0.8743
O -3.356 -4.499 -2.820 -0.9983 0.7010 -0.2607
C -4.379 -4.109 -3.850 1.6282 -0.0342 0.0119
C -3.520 -3.612 -5.002 0.0216 -0.0425 0.0027
O -4.273 -5.893 -0.930 -0.4211 1.7543 0.2623
C -3.592 -7.019 -1.422 1.4356 0.1823 -0.4039
C -4.546 -8.117 -1.748 0.5344 -0.5332 -0.2173
H -0.032 -3.717 0.886 0.0889 -0.3047 0.5538
H -1.101 -2.379 0.789 -0.1480 0.0860 0.0294
H -1.065 -3.156 2.338 0.3892 -0.3985 0.0439
H -2.036 -5.281 1.086 -0.0480 0.0565 0.4073
H -3.096 -3.846 1.247 -0.0775 -0.0580 -0.1065
H -4.945 -5.014 -4.068 0.0462 0.0243 -0.1523
H -5.069 -3.324 -3.542 0.2489 -0.0908 0.6734
H -2.847 -4.385 -5.375 -0.4561 -0.2398 -0.3495
H -4.170 -3.170 -5.758 0.1559 -0.2917 -0.3081
H -2.799 -2.846 -4.714 -0.3891 0.2278 0.4714
H -2.997 -6.706 -2.283 -0.1108 -0.2436 -0.2682
H -2.836 -7.336 -0.699 -0.2425 -0.0758 0.3666
H -4.919 -8.054 -2.770 -0.5014 0.3037 0.2253
H -3.950 -9.032 -1.747 -0.2676 -0.2466 0.2424
H -5.310 -8.138 -0.973 -0.1904 -0.2757 -0.2847
C 2.959 -6.342 -6.551 -0.4936 0.9581 -0.7822
C 1.683 -6.602 -5.720 1.3962 -0.2789 -0.0369
O 0.759 -5.469 -5.564 0.5929 -0.3778 -0.2785
P 1.284 -4.226 -4.692 -1.5064 0.5598 -0.5655
O 2.506 -3.609 -5.237 -0.1334 -0.3995 1.2556
O 0.007 -3.217 -4.730 0.7680 -1.7877 -1.1239
C 0.170 -1.901 -4.244 0.1345 0.1850 1.8598
C -0.367 -1.849 -2.827 -0.4906 0.7166 0.2141
O 1.230 -4.777 -3.182 1.0405 0.3795 -0.7826
C 0.096 -5.569 -2.795 -0.8865 0.0945 0.7910
C 0.429 -6.393 -1.578 1.4582 -0.4799 -0.2745
H 2.732 -5.829 -7.489 -0.5213 0.2636 0.1166
H 3.689 -5.680 -6.088 0.0527 -0.3944 0.2949
H 3.389 -7.253 -6.969 0.1214 -0.3232 0.7943
H 1.253 -7.491 -6.180 -1.1525 0.6377 -0.1323
H 1.975 -6.974 -4.736 -0.0247 0.3475 0.2697
H 1.224 -1.630 -4.164 0.0405 0.1411 -0.6553
H -0.415 -1.187 -4.823 0.2971 -0.2384 -0.5064
H -1.446 -2.012 -2.819 -0.0041 -0.1763 0.0763
H 0.105 -2.522 -2.112 0.1280 -0.1044 -0.2383
H -0.205 -0.829 -2.471 -0.0145 0.0360 0.1935
H -0.742 -4.942 -2.485 0.1141 0.4689 -0.4914
H -0.217 -6.165 -3.651 -0.0459 -0.1626 0.1833
H 0.990 -5.843 -0.821 -0.5899 0.5143 0.0939
H -0.456 -6.863 -1.153 0.0585 0.0112 -0.0317
H 1.187 -7.133 -1.847 -0.3340 -0.4862 -0.0890
C 3.926 2.211 4.426 0.2549 -0.9843 -0.0882
C 3.138 3.090 3.467 -0.6829 -0.2849 1.9941
O 3.818 4.369 3.427 0.7142 -0.1007 -1.6003
P 4.701 4.689 2.133 0.9024 -0.1308 -0.2944
O 5.710 5.743 2.272 -0.0972 -0.2743 0.6491
O 5.242 3.263 1.624 -0.6145 0.3931 0.5999
C 6.462 3.160 0.871 0.3365 1.1804 0.2386
C 6.742 1.709 0.616 -0.5201 -0.4663 0.4189
O 3.717 5.017 0.954 -1.4542 -0.5972 -0.5941
C 2.986 6.246 0.920 0.8407 1.2654 -0.1861
C 3.744 7.240 0.031 -1.0435 0.0298 0.1747
H 4.115 2.669 5.396 0.1843 0.4965 -0.2979
H 3.468 1.262 4.713 -0.6559 0.0851 -0.4484
H 4.849 1.888 3.943 0.2612 0.3696 0.1825
H 2.931 2.596 2.519 0.4459 0.3930 -0.2508
H 2.174 3.328 3.919 -0.1022 -0.0584 -0.1373
H 6.434 3.812 -0.004 -0.5115 -0.4030 -0.3823
H 7.239 3.656 1.458 0.1901 -0.3855 0.2031
H 5.837 1.136 0.407 -0.2125 0.3786 -0.4804
H 7.439 1.567 -0.209 0.2101 -0.0790 0.2786
H 7.045 1.248 1.557 0.6545 -0.0024 -0.1720
H 2.008 6.153 0.449 0.0128 -0.7929 0.2825
H 2.844 6.627 1.932 0.0392 -0.0311 0.0602
H 3.548 6.912 -0.991 0.7036 -0.0209 -0.1518
H 3.229 8.201 0.095 0.1112 0.1422 0.1523
H 4.791 7.369 0.295 -0.0470 -0.2082 -0.1211
O -1.706 0.045 2.236 1.6345 0.3955 -0.5007
S -0.340 0.515 2.256 -0.3592 -0.2003 1.0417
O 0.367 0.414 3.513 -0.4458 0.2650 -1.9762
O 0.503 -0.118 1.016 0.0868 -0.2656 0.8307
C 1.165 0.928 0.291 -0.7117 1.3026 -0.1705
C 0.131 2.033 0.383 1.1079 0.3347 -2.1719
O -0.257 2.050 1.718 -0.4118 -0.7851 1.5582
H 2.060 1.359 0.743 0.2308 -0.8625 0.5187
H 1.403 0.697 -0.745 -0.2679 -0.7503 0.1942
H -0.706 1.888 -0.300 -0.1087 -0.0208 0.1985
H 0.671 2.940 0.108 -0.5002 0.3912 0.3212
```
Forces are in eV/Å.

Computed properties:
E_HOMO, eV: -10.32
SMILES string: CCOC(=O)C(F)(F)F.CCOC(=O)C(F)(F)F.CCOC(=O)C(F)(F)F.CCOC(=O)C(F)(F)F.CCOP(=O)(OCC)OCC.CCOP(=O)(OCC)OCC.CCOP(=O)(OCC)OCC.O=S1(=O)OCCO1
Electronic energy, eV: -158909.4441